[1]
Computed, not measured: a cluster of 2 separate species, CH5NOP in total at a distorted geometry, with the ωB97M-V functional and the def2-TZVPD basis.

Calculated values
- LUMO level (eV) = 4.796
- charge = -1
- gap between HOMO and LUMO (eV) = 6.585
- relative energy (zero: lowest compared OMol25 entry of this formula, charge and spin) (kJ/mol) = 422.49
- highest occupied orbital energy (eV) = -1.8

Last column: Mulliken charge in e.
CARTESIAN COORDINATES (ANGSTROEM)
P 1.83943 0.06454 -0.08876  -0.102
O -2.56971 0.20544 -0.47873  -0.544
N -1.73054 -0.45182 0.22328  -0.137
C 0.16835 0.64446 0.11834  -0.689
H 0.12912 1.30343 0.98925  0.212
H -1.32550 -1.24494 -0.35100  0.137
H 1.59879 -1.13915 -0.76937  -0.061
H -0.09948 1.22737 -0.76951  0.242
H 1.98954 -0.60933 1.12650  -0.058



[2]
Computed, not measured: a cluster of 3 separate species, C39H64BF9N2O5P in total at a distorted geometry, with the ωB97M-V functional and the def2-TZVPD basis.

Calculated values
- LUMO level (alpha / beta) (eV) = 2.173 / 1.498
- charge = -1
- ⟨S²⟩ = 2.009
- gap between HOMO and LUMO (alpha / beta) (eV) = 7.542 / 6.867
- highest occupied orbital energy (alpha / beta) (eV) = -5.4 / -5.4
- multiplicity = 3

Last column: Mulliken charge in e.
CARTESIAN COORDINATES (ANGSTROEM)
P 0.75610 0.15080 3.30433  1.479
F -5.09197 1.54325 0.41120  -0.212
F -2.19380 -0.16077 1.91447  -0.191
F -4.98896 -0.35044 1.65165  -0.269
F -3.12256 -0.51901 -0.17075  -0.290
F -0.23275 2.07365 -1.36471  -0.309
F -2.66762 1.96986 -1.06146  -0.111
F -2.31399 2.93067 0.97122  -0.308
F -4.26170 1.56255 2.62788  -0.226
F -0.32803 0.05096 -0.30192  -0.382
O -1.63794 1.98154 -6.41749  -0.534
O 0.58799 -1.17743 2.26648  -0.393
O -0.31604 -0.17000 4.63635  -0.627
O 0.81479 -5.97215 3.49047  -0.521
O 2.16599 0.19818 3.95550  -0.682
N -2.50128 2.87649 -5.86493  0.279
N -0.39489 -6.56496 3.68254  0.330
C 6.92941 -0.45616 2.24713  0.398
C -1.41966 -5.48051 3.78549  1.930
C 2.05398 1.43554 0.62181  -0.641
C 5.64576 3.09183 1.54369  -0.931
C 5.05329 1.25632 -0.36055  -1.241
C 0.77070 3.72642 0.81486  0.857
C 8.38683 -0.98440 1.87155  -1.133
C 1.65048 4.33569 -0.34267  -0.681
C 0.20838 1.80754 2.60388  -0.846
C 6.57605 0.88176 2.58291  -0.282
C -2.51860 3.86344 -8.18440  -1.820
C 0.31624 6.33786 1.59279  -0.663
C -2.05124 -5.87275 1.33639  -0.659
C -0.98377 -4.37032 4.77645  -1.875
C -4.31599 0.89466 1.39253  0.489
C -0.58023 -7.56589 2.58907  1.672
C 1.86503 5.88388 -0.50764  -0.659
C 6.95346 2.17571 1.70620  -0.651
C -2.21635 1.41071 -3.81883  -1.967
C -0.94316 -6.91754 1.23448  -1.271
C -2.73158 -6.02497 4.40879  -1.936
C -1.73780 -4.84147 2.41631  -1.018
C 4.53506 2.50784 0.52860  0.915
C -4.07522 4.71363 -6.51660  -1.802
C -1.66822 -8.58319 3.00022  -1.720
C 0.10892 4.80462 1.74376  -0.499
C -2.84513 0.47087 0.83142  0.280
C -5.21632 1.78716 -6.27472  -0.538
C -3.36176 3.41113 -6.96413  1.738
C -0.48916 1.47631 -0.06334  1.353
C -2.04558 1.74262 0.23050  0.342
C 5.73473 -1.55599 2.20802  -0.822
C 3.27949 2.04858 1.46193  -0.313
C -3.81413 3.24372 -3.78975  -1.766
C -4.28824 1.20257 -5.21313  -1.290
C 0.67882 -8.44851 2.37674  -1.787
C -3.19890 2.18814 -4.73561  2.029
C 1.22063 6.90492 0.46166  -0.486
C -4.42136 2.38918 -7.43008  -1.239
B 0.57274 2.08655 1.02975  -0.538
H -2.52694 -6.77905 5.17401  0.356
H -4.15149 2.78251 -2.85639  0.333
H -3.15681 4.30401 -8.95656  0.424
H 8.33637 -1.78508 1.05248  0.280
H -1.68229 -9.43830 2.31629  0.451
H 5.17380 0.30237 0.25503  -0.129
H 8.79347 -1.50381 2.82241  0.254
H -3.07579 4.00605 -3.52198  0.421
H -3.29988 -5.22737 4.89637  0.486
H -0.54026 4.43746 2.61637  0.140
H 0.71952 2.60369 3.27191  0.404
H 0.46855 -9.26246 1.67625  0.415
H -0.05786 -6.43452 0.80454  0.390
H -2.16095 -5.36610 0.37388  0.399
H -1.78483 0.53581 -4.31057  0.465
H 7.70767 2.79957 2.32992  0.389
H 4.30949 1.09937 -1.22782  0.460
H -1.24506 -7.68868 0.51821  0.387
H -4.88804 0.86535 -4.36183  0.376
H -1.78465 4.62020 -7.88978  0.435
H 9.09996 -0.12977 1.56761  0.316
H 5.93967 1.07150 3.51733  0.310
H -5.02372 4.53545 -6.00993  0.316
H 7.48901 1.93490 0.72682  0.274
H -0.21534 -1.70356 2.47673  0.152
H -1.76649 -3.61348 4.88464  0.444
H -1.47546 -8.97761 4.00309  0.369
H -2.67868 -8.18159 2.97924  0.291
H -0.08818 -3.83424 4.45248  0.379
H 6.04740 1.55598 -0.86720  0.394
H -2.72650 1.04062 -2.92834  0.335
H -1.39773 2.05482 -3.48449  0.462
H -3.43697 5.31343 -5.86204  0.353
H 2.99401 2.86736 2.20477  0.424
H -2.58716 -4.15512 2.51123  0.376
H -1.98537 3.03974 -8.66545  0.362
H -5.87035 0.99888 -6.65808  0.408
H -0.89096 -4.23022 2.08141  0.221
H 2.17285 3.68826 -1.11596  0.375
H -3.41586 -6.45082 3.67448  0.304
H 3.71100 1.18280 2.09890  -0.228
H -0.79061 -4.78934 5.76907  0.441
H -4.69052 3.74419 -4.19659  0.260
H -0.92048 1.90672 2.85650  0.429
H -0.16322 7.07773 2.31880  0.285
H -3.81912 0.30284 -5.62873  0.414
H 5.54619 -1.77280 1.08793  0.217
H 2.17328 1.62829 -0.51509  0.073
H -3.93950 1.57548 -7.98523  0.376
H 1.00503 -8.90081 3.31933  0.444
H -3.01060 -6.36161 1.53288  0.325
H 2.52931 6.24699 -1.37610  0.266
H 5.17363 3.32485 2.55895  0.325
H -4.32664 5.34364 -7.37542  0.478
H -5.11668 2.86390 -8.13235  0.344
H 1.45168 8.00542 0.29479  0.297
H 1.51777 -7.89004 1.95634  0.357
H -0.81801 0.66552 4.81473  0.320
H 4.79081 -1.01608 2.59339  0.054
H 2.08944 0.30038 0.74532  0.300
H -5.87553 2.53614 -5.82498  0.298
H 6.00417 4.09405 1.09350  0.310
H 5.98558 -2.50034 2.80332  0.396
H 4.26401 3.33582 -0.20670  0.252



[3]
Computed, not measured: a structure of composition C4H5N3O at a distorted geometry, with the ωB97M-V functional and the def2-TZVPD basis.

Calculated values
- LUMO level (eV) = 0.117
- gap between HOMO and LUMO (eV) = 8.419
- relative energy (zero: lowest compared OMol25 entry of this formula, charge and spin) (kJ/mol) = 840.25
- highest occupied orbital energy (eV) = -8.3

Last column: Mulliken charge in e.
CARTESIAN COORDINATES (ANGSTROEM)
O 1.25011 0.06221 2.01733  -0.330
N -1.25688 -0.08710 1.62203  -0.772
N -1.81747 0.07866 0.38549  0.146
N -0.66356 -0.04965 -1.99969  -0.560
C 1.94489 -0.18055 0.84965  -0.248
C -0.64450 0.04379 -0.59874  -0.214
C 0.52541 -0.16247 -0.01549  0.301
C 0.05406 -0.21835 1.33765  0.349
H 2.51839 -1.05677 0.61647  0.301
H 2.55528 0.79020 0.28396  0.217
H -1.97432 0.10258 -2.29348  0.276
H 0.21229 0.82744 -2.26864  0.318
H -2.70371 -0.14999 0.06346  0.217



[4]
Computed, not measured: a structure of composition C22H38KN4P, with the ωB97M-V functional and the def2-TZVPD basis.

Calculated values
- LUMO level (eV) = 0.186
- gap between HOMO and LUMO (eV) = 7.118
- relative energy (zero: lowest compared OMol25 entry of this formula, charge and spin) (kJ/mol) = 19.81
- highest occupied orbital energy (eV) = -6.9

Last column: Mulliken charge in e.
CARTESIAN COORDINATES (ANGSTROEM)
K 0.29646 0.04428 -0.02973  0.943
P -2.57970 -1.37057 0.84891  1.036
N 1.52936 1.95752 1.10394  -0.232
N -1.52415 0.94431 -2.02785  -0.290
N 2.52691 0.43677 -1.19080  -0.566
N 1.01239 -2.49010 -0.76749  -0.278
C 2.16142 1.76643 -1.20558  0.309
C -4.08769 -1.15174 -0.19581  -1.490
C -0.90778 1.68339 2.53144  0.109
C -1.81993 2.31360 1.47364  -0.570
C 4.54567 2.44188 2.44281  -1.119
C 3.04801 1.34412 -3.21838  -0.667
C -2.47760 -3.20990 0.79727  -1.246
C 3.07047 0.20777 -2.38852  -0.447
C 0.32242 -2.99696 -1.96225  -1.153
C -0.00071 3.38984 4.13385  -0.685
C -3.37400 -1.18241 2.50280  -1.441
C 2.15968 4.36786 3.83743  -0.661
C 2.46799 2.34616 -2.45727  -1.041
C 3.72186 3.66182 2.01232  -0.602
C 1.34607 2.76921 2.22663  -0.364
C -0.72370 -1.99479 -2.44914  0.219
C 2.36525 3.63205 2.67744  0.516
C 0.17113 2.63424 2.98185  0.441
C 1.73604 2.47897 -0.05626  0.344
C -0.09370 -0.76947 -3.10718  0.658
C 0.98264 4.26535 4.56186  -0.950
C -1.04975 0.40130 -3.31235  -1.237
H -3.67940 -0.14562 2.65006  0.345
H -1.71160 1.93438 -2.11791  0.276
H -0.91770 3.28270 4.70379  0.400
H 1.01085 -3.22752 -2.78559  0.351
H -1.88114 0.09346 -3.95917  0.409
H -0.49614 1.18436 -3.83099  0.503
H 4.04497 1.52725 2.12154  0.269
H -0.17702 -3.92991 -1.69112  0.529
H 4.24106 4.57944 2.29422  0.498
H -4.24846 -1.82966 2.58800  0.431
H 0.31448 -1.05136 -4.08132  0.507
H -2.54729 1.58789 1.09987  0.031
H -4.41159 -0.10985 -0.16373  0.358
H -1.30509 -1.69046 -1.57274  -0.715
H -2.65650 -1.44175 3.28199  0.387
H 1.52529 -3.24536 -0.32957  0.259
H -2.39869 0.50905 -1.76020  0.005
H -3.86355 -1.41755 -1.23089  0.386
H -1.39886 -2.49008 -3.15369  0.474
H 3.46303 -0.77077 -2.64167  0.423
H -3.42840 -3.66154 1.08556  0.433
H 1.61426 3.56096 -0.20100  0.400
H 1.71119 -1.79576 -1.03227  0.065
H 0.83921 4.85187 5.46050  0.388
H 0.73724 -0.40757 -2.50171  -1.023
H -1.22845 2.67907 0.63165  0.123
H -1.69452 -3.54614 1.47741  0.362
H 3.63791 3.65711 0.92742  0.170
H -0.44243 0.78395 2.11977  -0.363
H -2.36088 3.15904 1.89995  0.379
H 2.94644 5.02920 4.18385  0.394
H -4.89997 -1.78626 0.16260  0.450
H 5.54159 2.46482 1.99741  0.377
H 2.30567 3.37829 -2.73488  0.487
H 4.64947 2.41671 3.52882  0.331
H -2.21570 -3.53288 -0.21093  0.294
H 3.42586 1.40800 -4.22739  0.463
H -1.50401 1.38975 3.39773  0.609



[5]
Computed, not measured: the molecule C3H5NO2, with the ωB97M-V functional and the def2-TZVPD basis.

Calculated values
- LUMO level (eV) = 0.800
- SMILES = O=C1NCCO1
- gap between HOMO and LUMO (eV) = 10.939
- relative energy (zero: lowest compared OMol25 entry of this formula, charge and spin) (kJ/mol) = 50.23
- highest occupied orbital energy (eV) = -10.1

Last column: Mulliken charge in e.
CARTESIAN COORDINATES (ANGSTROEM)
O -0.83838 -2.31946 -0.82594  -0.557
O 0.78540 -1.12578 0.26940  -0.332
N -1.04968 -0.05263 -0.41550  -0.302
C -0.42541 -1.28523 -0.37549  0.531
C 0.78313 0.19926 0.88115  -0.373
C -0.00843 0.92257 -0.18871  -0.402
H -1.73736 0.06949 -1.14359  0.266
H -0.37373 1.93759 -0.04737  0.376
H 1.75987 0.68776 0.96792  0.278
H 0.72494 0.91322 -1.00986  0.245
H 0.37965 0.05321 1.88799  0.268



[6]
Computed, not measured: a cluster of 2 separate species, C3H10N2O2 in total at a distorted geometry, with the ωB97M-V functional and the def2-TZVPD basis.

Calculated values
- LUMO level (eV) = 0.840
- SMILES = CC(=O)NN.CO
- gap between HOMO and LUMO (eV) = 10.593
- relative energy (zero: lowest compared OMol25 entry of this formula, charge and spin) (kJ/mol) = 205.56
- highest occupied orbital energy (eV) = -9.8

Last column: Mulliken charge in e.
CARTESIAN COORDINATES (ANGSTROEM)
O 1.21264 1.86192 -1.34014  -0.626
O -1.33576 -0.14333 0.17024  -0.449
N 1.09285 -0.36943 -1.01556  -0.046
N 1.22056 -1.55093 -0.25590  -0.727
C 1.41252 1.08997 0.94608  -1.057
C -2.71779 -0.39020 0.05909  -0.637
C 1.22890 0.94776 -0.54395  0.741
H -2.93827 -1.02698 -0.80487  0.277
H 2.06156 -1.52484 0.31663  0.263
H 1.41774 2.14807 1.19142  0.306
H 1.18770 -0.50082 -2.01541  0.233
H -0.93610 0.14620 -0.74852  0.324
H 2.37363 0.67296 1.24739  0.350
H -3.28979 0.53942 -0.04264  0.252
H -3.02460 -0.90519 0.97096  0.216
H 0.61203 0.58814 1.48595  0.285
H 0.42218 -1.58272 0.37923  0.295